Density functional theory data (ωB97M-V with the def2-TZVPD basis set) for 8 unconnected molecules or ions with the total composition C39H43N9O5.

Results
HOMO, eV: -9.1
HOMO-LUMO gap, eV: 9.102
DFT total energy, eV: -64784.08105
Net charge: 0
SMILES: CNCOC(=O)OCON=O.c1ccncc1.c1ccncc1.c1ccncc1.c1ccncc1.c1ccncc1.c1ccncc1.c1ccncc1
F_max, eV/A: 0.78

Positions of all 96 atoms, in Å:
O 0.92001 -2.95745 6.09264
O 2.58518 0.77322 3.40791
O 0.95031 0.49634 4.92217
O 0.73712 -0.44106 2.88481
O 0.29377 -2.36945 4.12892
N 5.35670 2.60958 0.65032
N 3.97387 -1.40881 0.08432
N -3.33471 4.24903 -1.53668
N 0.96043 -1.27215 -5.66349
N -5.99200 -3.11275 -1.48628
N -2.32801 -1.70518 -2.36378
N 4.90340 0.40089 3.25394
N -3.31025 -0.53338 4.52228
N 1.31655 -2.86314 5.01347
C -2.52917 2.00081 -1.31286
C -4.53502 1.51112 4.77477
C 1.22036 -0.00050 -5.36694
C 4.87706 5.28493 0.04133
C 0.37658 0.78405 -7.44888
C -3.35346 2.23189 4.84366
C 4.17360 -2.41835 -2.49753
C 5.92691 -0.60017 3.58344
C 3.61897 -0.20823 3.12451
C -1.99423 2.29553 -0.06996
C -7.84092 -3.73680 -0.09618
C 4.15772 3.02998 0.25339
C -2.87262 -1.71971 -1.14520
C 0.87570 -1.84344 2.96220
C 3.88000 -0.61606 -0.97644
C -2.81691 4.51484 -0.33990
C -0.85663 -0.97078 -0.11709
C -1.05376 -1.32660 -2.46295
C -2.14012 3.58014 0.42946
C 0.10065 -0.53373 -7.77392
C 6.32022 3.52344 0.74245
C -2.17978 0.17260 4.59034
C -8.20083 -3.24874 -2.40143
C -2.18018 -1.36104 0.00490
C 3.86314 4.34641 -0.06170
C 3.97284 -1.06364 -2.28460
C 0.40918 -1.52016 -6.84908
C -0.27791 -0.95383 -1.37529
C 4.17026 -2.70772 -0.13255
C -3.18558 3.01013 -2.00177
C -6.83928 -3.00801 -2.50697
C 1.42716 0.27610 3.84671
C -2.15096 1.55113 4.75094
C -4.45720 0.13628 4.61602
C 6.13251 4.86650 0.45198
C 4.27653 -3.25998 -1.39982
C -6.49681 -3.47042 -0.30759
C 0.94869 1.05972 -6.21763
C -8.71041 -3.62173 -1.16842
H -1.20447 2.07059 4.80395
H -0.34636 -0.79500 -8.72302
H 3.89077 -0.37005 -3.10992
H -5.49666 2.00138 4.84253
H 1.17850 2.07350 -5.92003
H 3.55525 -1.01918 3.85920
H 0.14825 1.58298 -8.14229
H 4.69184 6.32497 -0.19355
H -8.19382 -4.02559 0.88416
H -3.90942 -2.03585 -1.09804
H 1.91673 -2.16843 2.91003
H -0.28373 -0.68914 0.75611
H 6.95191 5.56519 0.54752
H -5.35945 -0.46379 4.55977
H 1.66790 0.17427 -4.39361
H 0.20401 -2.56291 -7.06406
H -3.37077 3.30726 4.96928
H 5.88424 -0.80775 4.65281
H 2.86746 4.62543 -0.37732
H -6.39939 -2.71717 -3.45452
H -1.47352 1.54027 0.50182
H -0.63663 -1.32690 -3.46450
H 3.44252 -0.63078 2.12949
H -1.26510 -0.39322 4.51587
H 0.34854 -2.25702 2.10341
H 5.15803 0.86344 2.38689
H 4.24237 -3.33244 0.75216
H 4.43494 -4.32236 -1.52187
H 3.38905 2.26703 0.19973
H 6.90790 -0.22963 3.29739
H 0.75452 -0.65910 -1.51403
H -1.73904 3.85341 1.39630
H -8.84262 -3.14601 -3.26546
H 5.76349 -1.53690 3.03309
H -2.66873 -1.38828 0.97086
H -9.76740 -3.81936 -1.04511
H -2.95416 5.52977 0.01787
H 4.25026 -2.81259 -3.50227
H -3.61656 2.81913 -2.97862
H 3.72888 0.43499 -0.76586
H -2.44217 1.01219 -1.74180
H -5.78430 -3.54604 0.50739
H 7.28828 3.15811 1.06633

Density functional theory data (ωB97M-V with the def2-TZVPD basis set) for a single C3H6O molecule.

Results
HOMO, eV: -8.5
HOMO-LUMO gap, eV: 9.581
DFT total energy, eV: -5252.66569
Net charge: 0
F_max, eV/A: 0.69
Energy above the lowest of the compared OMol25 structures with the same formula, charge and spin, eV: 3.029

Positions of all 10 atoms, in Å:
O -0.59378 -0.21595 -0.13527
C -1.53188 0.81769 -0.42720
C 0.33041 0.08306 0.75068
C 1.47460 -0.82900 0.41941
H 1.92103 -1.32740 1.28093
H 1.24831 -1.52765 -0.39548
H 2.22061 -0.10083 0.06386
H -1.15632 1.74583 0.00510
H -2.52877 0.57658 -0.05463
H -1.54130 0.86781 -1.51790

Density functional theory data (ωB97M-V with the def2-TZVPD basis set) for a single C6H10O molecule.

Results
HOMO, eV: -9.4
HOMO-LUMO gap, eV: 10.553
DFT total energy, eV: -8429.91114
Net charge: 0
SMILES: C[C@H]1O[C@H]2CC[C@H]21
F_max, eV/A: 0.38
Energy above the lowest of the compared OMol25 structures with the same formula, charge and spin, eV: 1.329

Positions of all 17 atoms, in Å:
O -1.47996 -0.24453 -0.29301
C -0.98763 -0.03033 1.04105
C 1.13254 -0.38724 0.80282
C -0.57357 0.74643 -0.82821
C 0.19012 0.80785 0.50124
C 0.08538 0.31078 -2.11532
C -0.03489 -1.13503 1.50398
H 0.74621 1.09545 -2.50069
H -1.76574 0.33822 1.71704
H 0.07756 -1.15420 2.59351
H -1.12085 1.68759 -0.99694
H 0.47308 1.78988 0.88414
H 1.53736 -0.88602 -0.08248
H 1.96631 -0.13975 1.46543
H -0.68185 0.11496 -2.87149
H 0.66527 -0.60532 -1.97207
H -0.28713 -2.13806 1.14830

Density functional theory data (ωB97M-V with the def2-TZVPD basis set) for a molecular structure, C21H38BCaCl2F3KMgN2O17P at a distorted geometry.

Results
HOMO, eV: -6.0
HOMO-LUMO gap, eV: 1.528
DFT total energy, eV: -143529.30823
Net charge: 0
F_max, eV/A: 6.34

Positions of all 88 atoms, in Å:
Ca -0.05899 -7.30963 -0.85011
K -7.05449 -0.22674 -5.89949
Cl -0.89765 -3.75250 1.21659
Cl 0.70207 -2.08936 -1.28117
P 3.78514 0.81150 5.74159
Mg -2.10251 1.21511 -0.91837
F -1.62472 -1.41739 -3.17956
F -9.14607 1.98711 -6.29127
F -7.93025 3.54234 -1.71547
O -3.34134 3.39425 -4.60870
O 3.33539 0.25707 7.09007
O 2.40975 -1.60747 1.05844
O 4.61249 2.07788 5.97124
O 4.64800 -0.21582 4.99734
O -5.55011 1.75251 -3.69558
O -3.90645 1.02374 -1.33836
O 5.85214 -1.66777 4.19924
O 4.05980 -2.20061 -0.97299
O 2.54636 1.12679 4.90614
O -4.42008 -0.24926 -4.53194
O 4.53935 -4.70559 3.24830
O 8.26146 0.90150 5.55948
O 5.56805 -6.59629 3.24233
O 6.36068 -4.94463 4.36481
O 7.56218 -2.17874 2.15657
O -2.57069 1.55197 -6.00638
N -9.02479 2.57548 -5.03714
N 5.49368 -5.41573 3.62180
C 5.39443 -1.77376 2.97338
C -4.76516 1.13877 -4.73846
C -2.96583 -1.25388 -1.23128
C 9.10291 1.22952 6.65796
C -7.61401 2.75735 -4.63520
C -2.69353 3.32721 -3.32215
C 0.94020 -3.77523 -0.80733
C 3.59417 -1.74617 1.35460
C -3.39669 -0.05096 -2.21836
C 4.08220 -1.62348 2.70332
C 6.38555 -2.06642 1.88577
C 9.40868 2.72028 6.63788
C -6.97722 1.51477 -3.86120
C 8.42335 0.82232 7.95688
C -7.62096 1.21619 -2.45652
C -0.34128 -4.41511 -0.33160
C 5.87508 -2.21188 0.51901
C 4.57384 -2.06527 0.26980
C -1.65588 4.46053 -3.08877
C -4.48258 -0.66673 -3.16236
C -8.58616 2.31794 -1.93174
B -3.48606 2.09503 -5.10895
H -7.15739 0.58623 -4.51208
H 7.43554 1.39664 5.65905
H -8.92749 1.98109 -0.92113
H -1.22909 4.27686 -2.06559
H 7.47038 1.34522 8.07654
H -2.13059 -0.96755 -0.53406
H -2.10074 5.47521 -3.05115
H 3.10355 -2.04234 -0.85329
H -6.83131 1.08460 -1.68572
H -2.76268 -2.18050 -1.78997
H -2.43256 0.21475 -2.79609
H -5.51293 -0.60671 -2.71621
H -3.88390 -1.43618 -0.59618
H -1.93347 0.97844 -5.54145
H 8.20060 -0.24611 7.95349
H -9.50043 2.41910 -2.54925
H -3.46269 3.36479 -2.51911
H 3.35823 -1.41232 3.47577
H 1.71353 -3.80405 -0.03768
H -0.78657 4.39722 -3.78003
H -7.49327 3.72549 -4.09587
H 6.59065 -2.44185 -0.25868
H 6.81743 -1.81767 4.13231
H -0.18137 -5.48060 -0.17397
H 1.31537 -4.30445 -1.68747
H -1.14561 -4.29340 -1.05992
H -7.00873 2.88000 -5.57893
H -4.25167 -1.75662 -3.18032
H -2.12699 2.35841 -3.27532
H 8.48808 3.30565 6.71467
H -4.81845 0.78000 -1.12212
H -5.41786 1.17881 -5.68894
H 10.02919 0.66308 6.53430
H -9.52301 3.46577 -5.03342
H -8.21831 0.27624 -2.53359
H 10.06976 3.00001 7.46208
H 9.88629 3.00056 5.69643
H 9.05511 1.04544 8.82077

Density functional theory data (ωB97M-V with the def2-TZVPD basis set) for a molecular structure, C10H20O11SeTc at a distorted geometry.

Results
HOMO (alpha / beta), eV: -15.0 / -14.9
HOMO-LUMO gap (alpha / beta), eV: 5.463 / 5.435
DFT total energy, eV: -100739.20835
Net charge: +2
F_max, eV/A: 5.55
Multiplicity: 2
Energy above the lowest of the compared OMol25 structures with the same formula, charge and spin, eV: 1.612

Positions of all 43 atoms, in Å:
Tc 0.02875 -0.00229 0.03487
Se 1.53370 2.20234 2.21138
O 1.21886 -1.56980 0.79265
O 1.28626 1.20818 0.67934
O 2.31358 1.26868 3.28788
O 0.16482 -1.83853 -1.61766
O -1.58652 1.37414 -0.07428
O -0.31570 1.95356 -2.43591
O -1.29984 -0.91206 1.28554
O 1.40724 -1.37442 -3.57834
O 1.09462 0.18643 -1.89442
O 0.08330 2.80833 2.63633
O -0.04762 -0.39241 3.05400
C -1.64368 2.72818 -0.65975
C 1.12091 -2.85621 -1.20783
C 0.93832 1.45295 -2.66111
C -2.58780 -0.18246 1.48201
C -2.38377 1.26777 1.16961
C -0.56247 -1.49121 2.41228
C -0.42265 2.99253 -1.46574
C 2.04006 -2.31199 -0.15526
C 0.54746 -0.92331 -2.63870
C 0.46640 -2.37726 1.75803
H -2.53836 2.77434 -1.27214
H -2.93520 -0.30465 2.50069
H -0.36392 -0.61958 -3.12365
H 1.04188 1.20716 -3.70680
H 1.14515 -2.77198 2.50585
H -0.03718 -3.19187 1.24812
H 0.45781 3.01272 -0.83124
H -1.70455 3.45076 0.14910
H 0.51397 -3.67176 -0.83992
H 1.67970 -3.22581 -2.06020
H -3.28013 -0.65273 0.80099
H -1.85793 1.77820 1.94993
H 2.31270 -1.43740 -3.25674
H 2.59202 -3.09932 0.34956
H 0.21044 -0.56088 3.97073
H -0.52901 3.95314 -1.96061
H -1.22918 -2.08218 3.02913
H -3.35527 1.72772 1.01382
H 2.74086 -1.59068 -0.55235
H 1.74193 2.09367 -2.32920